Record 1
77
Properties=species:S:1:pos:R:3:mulliken_spin:R:1 method="wB97M-V/def2-TZVPD" total_charge=+3 s2=0.75 de_lowest_kj_mol=85.1 multiplicity=2 orbital_gap_ev="7.02 / 7.03" lumo_ev="-9.321 / -9.321"
Ti -0.143 0.938 0.333 0.956
C -3.372 2.291 0.546 0.001
C -3.110 1.033 1.327 0.002
N -1.711 1.154 1.976 0.007
C -1.406 -0.031 2.849 0.006
C 0.012 -0.022 3.349 0.008
N 0.930 0.244 2.237 -0.011
C 2.064 1.069 2.748 -0.002
C 2.920 1.969 1.765 0.038
C 2.106 3.177 1.111 0.002
N 0.649 3.041 1.199 0.000
C -0.165 4.226 0.577 0.006
C -0.562 3.813 -0.812 0.005
N -1.187 2.443 -0.885 -0.031
C -2.694 2.516 -0.825 -0.001
H -3.175 3.254 1.080 0.001
H -4.469 2.314 0.441 0.000
H -3.024 0.143 0.668 0.001
H -3.868 0.718 2.073 0.003
H -1.897 2.013 2.529 0.002
H -1.611 -0.855 2.111 -0.010
H -2.055 -0.165 3.711 0.001
H 0.277 -0.909 3.901 0.000
H 0.152 0.817 4.055 0.000
H 1.310 -0.660 1.993 -0.006
H 2.772 0.449 3.276 0.004
H 1.616 1.726 3.513 -0.005
H 3.350 1.341 0.969 -0.009
H 3.713 2.365 2.341 0.001
H 2.447 3.194 0.056 -0.005
H 2.449 4.068 1.569 0.000
H 0.416 3.004 2.183 0.003
H 0.478 5.089 0.599 0.000
H -0.974 4.420 1.233 -0.001
H 0.280 3.666 -1.461 -0.001
H -1.225 4.577 -1.221 0.001
H -1.006 2.207 -1.889 0.003
H -3.142 1.735 -1.554 -0.004
H -3.152 3.473 -1.249 0.000
N 3.058 1.233 -2.901 0.001
C 2.654 1.295 -1.597 0.016
N 1.340 1.073 -1.448 -0.019
C 0.824 0.797 -2.787 0.005
C -0.380 0.317 -3.342 -0.006
C -0.415 0.224 -4.769 0.001
C 0.628 0.637 -5.559 0.000
C 1.797 0.964 -4.992 0.001
C 1.919 0.970 -3.642 -0.005
H 3.950 1.596 -3.210 0.000
H 3.262 1.589 -0.782 -0.001
H -1.207 -0.114 -2.737 0.002
H -1.293 -0.276 -5.219 0.000
H 0.590 0.448 -6.646 0.000
H 2.643 1.186 -5.696 0.000
F -0.671 -0.779 -0.066 0.041
As -3.624 -2.405 -2.042 0.000
F -4.353 -3.881 -2.175 0.000
F -2.164 -3.151 -1.599 0.000
F -2.789 -1.702 -3.327 0.000
F -3.658 -1.512 -0.596 0.001
F -5.034 -1.608 -2.554 0.000
C 2.306 -5.025 -0.562 0.000
Si 0.713 -4.112 1.894 0.000
C -1.029 -4.367 1.321 0.000
C 1.687 -4.900 3.244 0.000
C 1.823 -3.518 0.503 0.002
H 2.834 -5.679 0.081 0.000
H 3.169 -4.687 -1.260 0.000
H 1.336 -5.482 -0.794 0.000
H -1.583 -5.048 1.984 0.000
H -0.661 -4.950 0.453 0.000
H -1.590 -3.407 1.242 0.000
H 2.795 -4.780 3.341 0.000
H 1.439 -5.917 2.917 0.000
H 1.224 -4.723 4.197 0.000
H 1.592 -2.692 -0.258 -0.001
H 2.877 -3.459 0.962 0.001

=====

Record 2
79
Properties=species:S:1:pos:R:3:mulliken_charge:R:1 method="wB97M-V/def2-TZVPD" total_charge=-1 orbital_gap_ev=6.93 lumo_ev=2.326
C -0.762 -2.652 -0.661 -0.944
C 0.225 -1.796 -0.483 -0.352
C -0.094 -0.342 -0.311 -0.030
O 0.164 0.271 0.916 -0.318
B -0.268 1.677 0.641 1.550
C 0.807 2.616 1.536 -0.884
O 1.417 1.904 2.625 -0.331
C 2.789 2.207 2.742 -0.469
C 3.628 1.343 1.768 -0.725
O -1.662 2.010 0.934 -0.895
C -2.213 1.552 2.143 -0.773
C -3.084 0.273 1.932 0.296
C -2.559 -0.910 2.742 -1.195
O -0.025 1.840 -0.823 -0.823
C 0.505 0.658 -1.370 1.106
N 1.941 0.876 -1.304 -0.477
C -0.087 0.413 -2.758 0.012
F -1.352 0.039 -2.718 -0.307
F -0.077 1.570 -3.445 -0.323
C 0.687 -0.635 -3.649 0.692
F -0.160 -1.564 -4.066 -0.306
F 1.643 -1.268 -3.038 -0.247
F 1.143 -0.071 -4.741 -0.302
H -1.665 -2.467 -0.087 0.227
H -0.726 -3.463 -1.375 0.271
H 1.235 -2.195 -0.463 0.464
H -1.189 -0.317 -0.371 -0.157
H 1.566 3.085 0.899 0.404
H 0.218 3.442 1.966 0.074
H 3.009 3.270 2.622 0.369
H 3.082 1.894 3.743 0.393
H 3.822 1.894 0.852 0.195
H 3.027 0.474 1.523 0.057
H 4.530 0.973 2.246 0.415
H -2.849 2.347 2.546 0.352
H -1.469 1.299 2.906 0.101
H -4.053 0.517 2.366 0.540
H -3.220 0.073 0.882 -0.130
H -1.479 -0.962 2.749 -0.009
H -2.869 -0.791 3.784 0.419
H -2.936 -1.878 2.418 0.403
H 2.351 0.816 -2.232 0.258
H 2.089 1.835 -1.024 0.279
C -6.161 -0.753 -0.771 -1.422
C -5.425 -1.840 -0.025 0.767
O -4.791 -1.610 0.986 -0.549
N -5.488 -3.108 -0.529 -0.149
C -6.183 -3.570 -1.714 -0.884
H -6.012 0.188 -0.251 0.291
H -5.771 -0.655 -1.785 0.368
H -7.230 -0.969 -0.804 0.420
H -4.973 -3.780 0.017 0.230
H -6.912 -4.333 -1.430 0.290
H -5.464 -4.016 -2.403 0.283
H -6.697 -2.757 -2.215 0.334
C 3.729 4.828 -4.804 -1.205
C 4.600 3.783 -4.149 0.821
O 5.364 4.056 -3.238 -0.662
N 4.507 2.507 -4.612 -0.160
C 3.666 1.997 -5.682 -0.543
H 3.915 5.786 -4.329 0.296
H 3.967 4.912 -5.865 0.358
H 2.675 4.576 -4.680 0.305
H 5.111 1.861 -4.130 0.210
H 3.010 1.224 -5.287 0.038
H 4.304 1.556 -6.452 0.296
H 3.063 2.781 -6.125 0.297
C 2.402 -3.549 5.541 -1.329
C 2.302 -2.103 5.108 0.878
O 3.090 -1.260 5.519 -0.670
N 1.306 -1.781 4.253 -0.060
C 0.304 -2.671 3.697 -0.678
H 3.242 -3.654 6.223 0.313
H 1.492 -3.857 6.059 0.355
H 2.571 -4.195 4.678 0.334
H 1.276 -0.801 3.986 0.140
H 0.378 -2.654 2.610 0.098
H -0.679 -2.309 3.989 0.269
H 0.434 -3.689 4.055 0.438

=====

Record 3
67
Properties=species:S:1:pos:R:3:mulliken_charge:R:1 method="wB97M-V/def2-TZVPD" total_charge=+1 de_lowest_kj_mol=28.3 orbital_gap_ev=4.34 lumo_ev=-3.545
Be 0.467 0.338 -0.337 -2.244
C 3.762 1.177 1.877 -1.274
Sb 2.229 -0.184 1.230 0.476
C 3.540 -1.346 -0.116 -1.562
C 2.511 -1.693 2.799 -1.256
C 2.048 -1.227 4.124 0.912
C 2.853 -0.319 4.807 -0.595
C 2.483 0.209 6.026 -0.863
C 1.287 -0.184 6.599 -0.698
C 0.489 -1.100 5.945 -0.715
C 0.842 -1.635 4.710 0.566
C -0.094 -2.579 4.066 -1.555
Sb -1.256 -1.526 2.541 0.693
C -2.862 -3.004 2.526 -1.402
C -2.224 -0.271 3.979 -1.411
H 4.644 0.647 2.227 0.412
H 3.371 1.799 2.675 0.381
H 4.034 1.814 1.043 0.418
H 4.514 -1.457 0.345 0.503
H 3.679 -0.832 -1.064 0.381
H 3.160 -2.350 -0.306 0.459
H 3.584 -1.877 2.812 0.647
H 2.005 -2.600 2.472 0.392
H 3.806 -0.040 4.378 0.416
H 3.126 0.915 6.528 0.427
H 0.986 0.206 7.558 0.422
H -0.432 -1.427 6.406 0.388
H -0.804 -2.975 4.787 0.617
H 0.408 -3.413 3.582 0.636
H -3.316 -3.064 3.509 0.439
H -2.480 -3.983 2.250 0.383
H -3.624 -2.709 1.810 0.384
H -2.572 -0.887 4.804 0.389
H -3.060 0.241 3.517 0.459
H -1.518 0.460 4.353 0.391
C -1.797 2.727 -1.776 -1.628
C -1.798 2.210 -0.328 2.636
C -2.036 3.407 0.594 -2.091
C -2.994 1.257 -0.197 -1.063
C -0.515 1.495 0.071 -0.084
H -2.671 3.349 -1.954 0.475
H -1.823 1.888 -2.469 0.278
H -0.910 3.318 -1.981 0.359
H -2.981 3.895 0.364 0.464
H -1.236 4.128 0.459 0.452
H -2.052 3.099 1.635 0.390
H -3.925 1.781 -0.393 0.501
H -3.027 0.838 0.804 0.004
H -2.894 0.434 -0.902 0.097
H -0.031 2.084 0.856 0.407
N -0.086 -3.213 -3.265 -0.046
C -0.569 -3.400 -1.865 -0.884
C -0.785 -2.027 -1.227 0.061
N 0.428 -1.245 -1.254 1.326
C 0.903 -1.064 -2.602 -0.778
C 1.164 -2.403 -3.300 -0.838
H -0.816 -2.711 -3.789 0.399
H 0.061 -4.124 -3.715 0.361
H 0.191 -3.964 -1.318 0.356
H -1.490 -3.984 -1.871 0.451
H -1.111 -2.144 -0.190 -0.609
H -1.564 -1.467 -1.750 0.462
H 1.145 -1.668 -0.678 -0.024
H 1.818 -0.473 -2.580 0.444
H 0.153 -0.481 -3.140 0.340
H 1.950 -2.960 -2.783 0.330
H 1.469 -2.248 -4.336 0.435

=====

Record 4
82
Properties=species:S:1:pos:R:3:mulliken_charge:R:1 method="wB97M-V/def2-TZVPD" total_charge=+2 de_lowest_kj_mol=62.3 orbital_gap_ev=8.06 lumo_ev=-5.783
Pt -0.402 0.359 0.353 1.244
C 4.879 -1.524 1.703 -0.838
N 3.902 -0.928 0.786 0.492
C 4.479 -0.219 -0.365 -0.991
P 2.303 -1.039 0.897 -0.704
O 1.630 0.297 0.605 -0.632
O 2.099 -1.486 2.409 0.254
P 0.602 -1.624 3.038 -1.480
O -0.436 -0.911 2.218 -0.012
N 0.839 -0.904 4.471 0.539
C 1.986 -1.200 5.340 -0.838
C -0.326 -0.344 5.172 -0.838
N 0.345 -3.226 3.058 0.882
C 1.113 -4.087 3.963 -0.986
C -0.942 -3.795 2.622 -0.861
N 1.646 -2.265 0.041 1.014
C 1.038 -2.118 -1.283 -0.736
C 2.280 -3.581 0.222 -0.964
H 5.566 -0.753 2.055 0.347
H 5.458 -2.297 1.195 0.321
H 4.384 -1.961 2.565 0.117
H 5.122 0.590 -0.016 0.365
H 3.695 0.214 -0.984 0.205
H 5.077 -0.898 -0.974 0.331
H 2.857 -1.469 4.749 0.121
H 1.766 -2.000 6.049 0.302
H 2.230 -0.302 5.908 0.375
H -1.114 -0.106 4.462 0.117
H -0.025 0.574 5.678 0.327
H -0.721 -1.034 5.922 0.311
H 2.112 -3.686 4.130 0.289
H 1.219 -5.071 3.506 0.375
H 0.613 -4.213 4.926 0.289
H -1.493 -3.075 2.024 0.137
H -1.555 -4.085 3.479 0.313
H -0.757 -4.683 2.015 0.298
H 0.594 -1.134 -1.409 0.009
H 0.245 -2.856 -1.399 0.419
H 1.770 -2.259 -2.084 0.245
H 2.757 -3.649 1.198 0.221
H 3.032 -3.765 -0.550 0.345
H 1.517 -4.357 0.160 0.331
I -0.847 2.692 2.253 0.224
C -0.019 3.220 0.426 0.420
C 0.480 4.488 0.205 -0.739
C 1.078 4.748 -1.020 -0.207
C 1.150 3.746 -1.975 -0.987
C 0.605 2.514 -1.691 0.043
N 0.024 2.245 -0.510 -0.312
H 0.410 5.246 0.971 0.474
H 1.486 5.730 -1.222 0.429
H 1.618 3.916 -2.934 0.452
H 0.621 1.710 -2.415 0.543
C -5.137 -3.967 -4.287 -1.084
C -5.646 -3.831 -2.855 -0.598
S -4.851 -2.531 -1.956 1.299
O -3.442 -2.468 -2.291 -0.645
O -5.211 -2.658 -0.565 -0.678
C -5.566 -1.032 -2.623 -0.817
C -5.511 0.172 -1.676 -1.179
N -4.400 0.149 -0.703 0.237
C -3.111 0.347 -1.027 0.994
N -2.355 0.195 0.056 -0.067
C -3.179 -0.108 1.119 -0.642
C -4.436 -0.139 0.650 -0.274
N -5.612 -0.440 1.438 1.204
O -5.393 -0.891 2.539 -0.609
O -6.701 -0.191 0.966 -0.644
C -2.617 0.645 -2.393 -0.902
H -5.510 -4.895 -4.716 0.390
H -4.049 -3.998 -4.305 0.297
H -5.475 -3.145 -4.920 0.299
H -5.447 -4.718 -2.250 0.394
H -6.713 -3.604 -2.798 0.407
H -6.601 -1.240 -2.894 0.660
H -4.989 -0.852 -3.530 0.449
H -6.424 0.265 -1.108 0.496
H -5.394 1.069 -2.278 0.403
H -2.814 -0.297 2.112 0.847
H -3.158 1.480 -2.841 0.440
H -2.733 -0.237 -3.025 0.209
H -1.562 0.899 -2.343 -0.275

=====

Record 5
75
Properties=species:S:1:pos:R:3:mulliken_spin:R:1 method="wB97M-V/def2-TZVPD" total_charge=+2 s2=0.75 de_lowest_kj_mol=0.0 multiplicity=2 orbital_gap_ev="8.15 / 5.78" lumo_ev="-5.461 / -7.955"
Ir -1.203 -1.033 1.167 0.161
C -2.696 -2.714 1.452 0.001
C -1.618 -3.115 0.591 -0.010
C -0.426 -3.122 1.409 0.044
C -0.754 -2.557 2.680 -0.005
C -2.186 -2.379 2.718 -0.007
H -3.746 -2.699 1.203 0.000
H -1.704 -3.486 -0.415 0.001
H 0.549 -3.473 1.116 -0.022
H -0.068 -2.388 3.494 0.000
H -2.778 -2.075 3.566 0.000
C -0.058 1.829 -2.340 0.113
Si 1.376 1.609 -1.165 0.204
C 1.328 2.627 0.400 0.154
C 3.002 1.802 -2.031 0.030
Si 0.783 -0.755 -0.201 0.196
Si 0.659 -1.909 -2.289 0.034
C 1.074 -3.705 -1.909 0.040
C -1.064 -1.796 -3.034 0.000
C 1.899 -1.268 -3.534 0.000
Si 2.992 -1.024 0.738 0.101
C 3.550 0.421 1.786 -0.004
C 2.926 -2.568 1.809 0.036
C 4.193 -1.333 -0.658 0.008
H -0.364 2.877 -2.261 0.012
H -0.921 1.202 -2.122 -0.022
H 0.259 1.628 -3.363 0.005
H 0.696 3.502 0.218 0.011
H 2.338 2.962 0.640 0.002
H 0.951 2.088 1.265 -0.064
H 2.945 2.790 -2.503 0.012
H 3.186 1.076 -2.821 -0.005
H 3.844 1.815 -1.340 -0.004
H 0.481 -4.131 -1.099 -0.004
H 2.129 -3.827 -1.656 0.001
H 0.880 -4.314 -2.796 0.001
H -1.841 -1.915 -2.279 0.000
H -1.222 -2.557 -3.801 0.000
H -1.210 -0.825 -3.511 0.000
H 2.904 -1.209 -3.118 0.001
H 1.618 -0.291 -3.925 0.000
H 1.941 -1.955 -4.383 0.000
H 2.751 0.765 2.442 0.000
H 3.868 1.261 1.166 0.001
H 4.405 0.132 2.400 -0.001
H 2.222 -2.470 2.638 -0.004
H 3.916 -2.719 2.247 0.005
H 2.687 -3.468 1.239 -0.003
H 4.253 -0.512 -1.369 -0.003
H 3.966 -2.250 -1.205 -0.001
H 5.186 -1.458 -0.218 0.002
N 0.750 2.410 4.795 0.000
N -0.175 1.771 4.011 0.000
N -1.448 2.083 4.043 0.000
C -1.931 1.323 3.073 0.000
N -0.962 0.608 2.489 -0.018
N 0.170 0.905 3.115 0.001
H 0.259 2.838 5.572 0.000
H 1.463 1.751 5.081 0.000
H -2.969 1.296 2.790 0.000
N -4.157 4.650 -0.590 0.000
C -3.051 3.888 -0.564 0.002
O -1.922 4.326 -0.441 0.000
C -3.257 2.399 -0.698 0.002
C -4.212 1.818 -1.515 -0.001
C -4.260 0.434 -1.587 0.000
C -3.381 -0.310 -0.829 0.002
N -2.437 0.245 -0.044 -0.004
C -2.372 1.581 -0.015 0.014
H -4.051 5.650 -0.528 0.000
H -5.084 4.264 -0.610 0.000
H -4.894 2.425 -2.097 0.000
H -4.977 -0.076 -2.213 0.000
H -3.412 -1.388 -0.858 -0.001
H -1.590 2.022 0.582 -0.012

=====

Record 6
77
Properties=species:S:1:pos:R:3:mulliken_charge:R:1 method="wB97M-V/def2-TZVPD" total_charge=-1 de_lowest_kj_mol=0.0 orbital_gap_ev=7.95 lumo_ev=1.797
C 2.623 2.108 -4.340 -1.062
C 1.124 1.987 -4.827 -0.317
C 0.405 3.398 -4.835 -0.827
C -0.670 3.542 -3.702 -0.223
C -0.108 3.070 -2.299 -0.673
C -0.818 1.709 -1.901 -0.558
C -1.553 1.868 -0.514 -0.937
C -1.049 0.716 0.449 -0.361
C 0.271 1.085 1.192 -0.482
C 0.908 -0.086 2.012 -0.946
C 0.828 -1.481 1.296 -0.354
C -0.491 -2.274 1.583 -1.316
S -0.201 -4.027 2.063 1.581
O 1.226 -4.267 2.490 -0.876
O -1.043 -4.243 3.293 -0.849
N -0.765 -5.132 0.925 -0.622
S 0.060 -4.987 -0.522 1.005
O -0.973 -4.920 -1.610 -0.719
O 0.949 -3.791 -0.648 -0.622
C 1.103 -6.442 -0.948 -0.757
P 2.438 -6.675 0.358 0.907
O 1.768 -7.188 1.601 -0.574
O 3.284 -5.257 0.604 -0.454
O 3.601 -7.777 -0.182 -0.522
H 2.728 1.875 -3.256 0.254
H 3.250 1.365 -4.884 0.332
H 3.031 3.124 -4.535 0.269
H 1.169 1.589 -5.861 0.433
H 0.583 1.272 -4.172 0.144
H -0.026 3.538 -5.852 0.369
H 1.154 4.202 -4.659 0.339
H -1.645 3.083 -3.959 0.470
H -0.871 4.645 -3.590 -0.274
H -0.286 3.874 -1.552 0.512
H 0.994 2.926 -2.328 0.164
H -1.559 1.374 -2.652 0.550
H -0.012 0.946 -1.784 0.286
H -2.656 1.787 -0.630 0.364
H -1.306 2.825 -0.001 0.387
H -0.969 -0.197 -0.181 0.063
H -1.828 0.521 1.220 0.358
H 0.002 1.886 1.925 0.326
H 0.989 1.566 0.487 0.162
H 0.501 -0.194 3.039 0.389
H 1.994 0.141 2.136 0.308
H 0.847 -1.289 0.197 0.217
H 1.753 -2.044 1.523 0.566
H -1.100 -2.316 0.652 0.475
H -1.077 -1.745 2.362 0.607
H 0.529 -7.366 -1.129 0.406
H 1.651 -6.146 -1.874 0.315
H 3.284 -4.722 -0.201 0.312
H 4.391 -7.484 0.292 0.311
O -1.366 7.093 -3.176 -0.569
C -2.547 7.027 -2.979 0.515
O -3.215 5.867 -2.747 -0.273
C -4.624 6.131 -2.664 -0.454
C -4.735 7.601 -2.310 -0.502
C -3.512 8.188 -2.994 -0.464
H -5.078 5.900 -3.631 0.270
H -5.069 5.491 -1.903 0.318
H -5.676 8.049 -2.627 0.321
H -4.648 7.729 -1.229 0.268
H -3.717 8.463 -4.030 0.259
H -3.108 9.036 -2.447 0.294
O 2.919 -1.967 7.892 -0.639
C 2.282 -2.767 7.258 0.433
O 1.903 -2.575 5.978 -0.300
C 1.061 -3.670 5.547 0.705
C 1.401 -4.814 6.477 -0.608
C 1.753 -4.087 7.766 -0.364
H 0.016 -3.361 5.633 0.206
H 1.269 -3.911 4.503 -0.451
H 0.593 -5.536 6.583 0.345
H 2.280 -5.346 6.104 0.307
H 0.872 -3.901 8.384 0.225
H 2.514 -4.616 8.337 0.304